Molecular formula: C12H28N4O4
Method: DFT, ωB97M-V/def2-TZVPD

Last column: Löwdin charge in e.
Cartesian coordinates (Å):
C  2.41728  3.45804  -3.08029  -0.3529
O  1.54132  3.66686  -2.25849  0.0050
N  3.35871  2.50926  -3.01068  -0.1938
C  4.32666  2.39882  -4.09089  -0.0586
C  3.36961  1.49705  -1.98460  -0.0437
H  2.50357  4.08382  -3.98392  0.1355
H  3.98935  1.78701  -4.93424  0.0888
H  5.22864  1.93241  -3.70002  0.0858
H  4.57061  3.36142  -4.53692  0.0832
H  3.09356  0.52182  -2.38210  0.0858
H  4.33144  1.45461  -1.46907  0.0951
H  2.66441  1.83932  -1.22552  0.0751
C  -1.15062  2.90584  4.07036  -0.3636
O  -2.29766  3.25217  4.20388  0.0284
N  -0.66523  1.64990  4.03290  -0.1913
C  -1.53770  0.49890  3.99047  -0.0464
C  0.76394  1.37580  4.05059  -0.0650
H  -0.30381  3.61109  3.96190  0.1342
H  -1.44266  -0.07676  3.06338  0.0677
H  -2.58972  0.75485  4.07246  0.0900
H  -1.28048  -0.19678  4.79631  0.0923
H  1.37285  2.08686  3.49482  0.0852
H  1.08143  1.38067  5.09776  0.0913
H  0.93303  0.38085  3.64675  0.0712
C  1.09661  -1.17774  -1.18236  -0.3749
O  1.43615  -2.24692  -1.64262  0.0041
N  0.75571  -0.95049  0.10390  -0.1812
C  0.67171  -2.05091  1.03970  -0.0447
C  0.47443  0.37839  0.58119  -0.0551
H  1.03472  -0.23319  -1.74388  0.1217
H  -0.29194  -2.10802  1.54236  0.0775
H  1.49722  -1.94236  1.75329  0.0917
H  0.86583  -2.99548  0.53725  0.0851
H  1.22940  0.71982  1.30037  0.0755
H  0.40013  1.10767  -0.22017  0.0906
H  -0.42594  0.37554  1.19946  0.0663
C  -2.44695  -1.97219  -0.82493  -0.3307
O  -2.39803  -1.31325  0.19089  0.0207
N  -3.49979  -2.70539  -1.28109  -0.1928
C  -3.29930  -3.73166  -2.30162  -0.0581
C  -4.74464  -2.81202  -0.55347  -0.0616
H  -1.63038  -2.04275  -1.57456  0.1326
H  -2.23789  -3.87155  -2.51664  0.0849
H  -3.82357  -3.42155  -3.20726  0.0903
H  -3.62537  -4.71138  -1.95179  0.0890
H  -4.74759  -3.46964  0.32089  0.0927
H  -5.00457  -1.80742  -0.20817  0.0911
H  -5.56451  -3.15133  -1.18558  0.0859

Properties
LUMO = 0.0233 hartree
2S+1 = 1
DFT total energy = -994.003519 Eh
Kohn-Sham gap = 0.362 hartree
HOMO = -9.209 eV
SMILES = CN(C)C=O.CN(C)C=O.CN(C)C=O.CN(C)C=O
maximum force = 1.19 eV/A

Molecular formula: C12H28N4O7
Method: DFT, ωB97M-V/def2-TZVPD

Last column: Löwdin charge in e.
Cartesian coordinates (Å):
C  -3.07290  2.80587  -6.82134  -0.1055
C  -3.48873  1.91035  -5.48925  -0.3573
O  -3.36122  0.43849  -5.71917  -0.1402
C  -2.47760  2.33337  -4.22614  -0.1737
N  -2.42678  1.16823  -3.26288  -0.0999
C  -1.02478  0.86446  -2.78421  -0.1973
C  -0.68225  -0.68662  -3.22427  -0.1621
O  0.72040  -1.08123  -3.07579  -0.1041
C  1.23218  -0.93605  -1.71124  -0.3749
N  1.89199  0.43273  -1.43824  0.0671
O  2.37145  -1.90915  -1.60134  -0.0520
N  3.53750  -1.28527  -1.87124  -0.0589
O  4.37042  -1.71276  -1.07886  -0.0009
C  0.19359  -1.34217  -0.51132  -0.3269
O  0.04544  -0.60424  0.62422  -0.1830
O  -0.64297  -2.58755  -0.54121  -0.2405
H  -1.99264  2.51323  -7.22799  0.0946
H  -3.05131  3.95612  -6.52455  0.0854
H  -3.87429  2.63989  -7.67442  0.0787
H  -4.61813  2.08493  -5.15160  0.1439
H  -4.04428  0.16584  -6.42240  0.1124
H  -1.44299  2.65874  -4.66870  0.1223
H  -3.04339  3.21991  -3.66297  0.1278
H  -3.06637  1.28147  -2.44641  0.1171
H  -0.19013  1.56799  -3.25717  0.1231
H  -0.95620  0.94576  -1.61756  0.1114
H  -1.46040  -1.45543  -2.74564  0.1451
H  -0.91453  -0.73608  -4.39513  0.1411
H  1.14308  1.07702  -1.04313  0.0767
H  2.04261  0.82310  -2.41667  0.0978
C  2.48661  0.14786  5.25000  0.0044
N  1.60389  -0.70960  4.34280  -0.3332
C  2.41455  -1.07533  3.10065  0.0177
C  0.38794  0.09611  3.91773  0.0158
C  1.19425  -2.03102  5.04526  -0.0706
C  0.32179  -1.85831  6.30152  -0.2244
O  0.99790  -1.10981  7.30260  -0.0820
H  2.96147  0.91930  4.63558  0.1066
H  1.86742  0.63609  6.00463  0.0941
H  3.24947  -0.49314  5.70357  0.1103
H  2.70423  -0.15285  2.58826  0.1137
H  1.78868  -1.69041  2.44740  0.1068
H  3.30234  -1.63055  3.41813  0.1089
H  -0.15505  0.42242  4.80717  0.0972
H  -0.24371  -0.53747  3.28773  0.1077
H  0.73195  0.96983  3.35731  0.1149
H  2.12999  -2.53986  5.30453  0.1373
H  0.65659  -2.63005  4.30130  0.1465
H  0.09723  -2.84670  6.71588  0.1299
H  -0.62734  -1.36775  6.06918  0.1169
H  0.41302  -1.06970  8.08538  0.1145

Properties
LUMO = -0.0114 hartree
2S+1 = 1
DFT total energy = -1219.353213 Eh
Kohn-Sham gap = 0.250 hartree
HOMO = -7.113 eV
maximum force = 8.40 eV/A

Molecular formula: C12H28N6O6SZn
Method: DFT, ωB97M-V/def2-TZVPD

Last column: Löwdin charge in e.
Cartesian coordinates (Å):
O  -0.14577  -1.45379  -3.71002  -0.1481
H  -0.29416  -1.44145  -4.67037  0.0568
Zn  -0.36588  0.28943  -0.87620  0.5776
N  1.36120  -0.92256  -0.98532  -0.1314
N  -0.79337  -1.68107  0.11368  -0.0768
N  0.73877  1.88970  -0.24970  -0.1033
N  -1.36921  1.07645  0.82272  -0.0406
O  2.53249  -0.43788  -1.05921  -0.0815
O  2.03081  2.09630  -0.51533  -0.0442
O  -2.08788  0.41368  1.74386  -0.0570
O  -1.61100  -1.98398  1.05652  -0.0939
C  -0.04244  -2.68674  -0.38398  -0.2453
C  1.15586  -2.25986  -1.01831  -0.2410
C  0.11176  2.82008  0.45781  -0.2699
C  -1.07862  2.34153  1.12602  -0.2584
C  2.14480  -3.15926  -1.65992  -0.0065
H  2.18173  -2.97773  -2.74117  0.0953
H  1.87000  -4.20658  -1.51728  0.0679
H  3.13955  -2.98504  -1.24022  0.0900
C  -0.47250  -4.08902  -0.15072  -0.0150
H  -1.44781  -4.26293  -0.62368  0.0986
H  -0.59738  -4.27247  0.92351  0.0847
H  0.23446  -4.81134  -0.56002  0.0676
C  0.71256  4.16231  0.70034  -0.0123
C  -1.75839  3.13426  2.19095  -0.0104
H  1.42735  4.40263  -0.09439  0.0862
H  1.24407  4.18408  1.66318  0.0981
H  -0.06574  4.93801  0.72259  0.0885
H  -2.39973  2.48644  2.78807  0.0670
H  -2.37230  3.92348  1.74060  0.0960
H  -1.02446  3.62985  2.83617  0.0861
H  2.32760  1.15108  -0.79666  0.0612
H  -1.97070  -0.58118  1.48374  0.0393
C  -1.57975  -0.01892  -2.38390  -0.1348
H  -1.02827  -0.94719  -3.23085  -0.0342
H  -1.72149  0.86529  -3.02220  0.0024
H  -2.52108  -0.50319  -2.07654  0.0000
O  0.77610  0.86022  -2.82966  -0.1533
H  0.49065  0.00666  -3.28599  0.0029
H  1.37866  1.29479  -3.46213  0.0787
C  -1.11593  0.24100  4.94836  -0.0772
N  0.19180  0.43941  4.31735  -0.0516
C  0.72824  -0.46538  3.45645  -0.8420
S  1.51777  0.03997  2.03319  0.7066
N  0.57650  -1.77941  3.75776  -0.0531
C  0.60412  -2.29158  5.13205  -0.0742
H  -1.42407  -0.79622  4.83195  0.0794
H  -1.86477  0.88574  4.47329  0.0702
H  -1.03641  0.47357  6.01826  0.0837
H  0.38001  1.39785  4.02755  0.1067
H  1.00544  -2.38198  3.05523  0.1151
H  -0.21820  -3.00768  5.27333  0.0867
H  1.56341  -2.79581  5.30969  0.0876
H  0.50981  -1.46444  5.84158  0.0755

Properties
LUMO (alpha / beta) = -0.0273 / -0.0141 hartree
2S+1 = 1
DFT total energy = -3431.208192 Eh
Kohn-Sham gap (alpha / beta) = 0.259 / 0.267 hartree
HOMO (alpha / beta) = -7.799 / -7.651 eV
maximum force = 3.39 eV/A

Molecular formula: C12H28O5
Method: DFT, ωB97M-V/def2-TZVPD

Last column: Löwdin charge in e.
Cartesian coordinates (Å):
C  -3.04271  -0.63765  1.39966  -0.1635
C  -2.68346  0.73937  1.97175  -0.1286
C  -1.10294  0.66694  1.98173  -0.1623
O  -0.77662  -0.33710  1.03701  -0.1790
C  -1.94278  -0.74881  0.35860  -0.2273
H  -4.02594  -0.79866  0.95320  0.1201
H  -2.87253  -1.46452  2.05791  0.1064
H  -3.16556  0.96080  2.89869  0.0968
H  -2.96794  1.50594  1.24001  0.1060
H  -0.68945  0.38253  2.98052  0.1295
H  -0.63520  1.63455  1.73658  0.1096
H  -1.85224  -1.71627  -0.16802  0.1382
H  -2.31980  -0.09454  -0.44124  0.1174
C  1.86066  -3.21337  -0.00277  -0.1302
C  1.77087  -2.60629  1.42673  -0.1675
C  0.77709  -3.49804  2.11604  -0.2029
O  -0.01258  -4.09133  1.07168  -0.1490
C  0.86498  -4.40899  0.03386  -0.2221
H  2.87168  -3.59818  -0.23280  0.1095
H  1.51744  -2.48522  -0.77666  0.0996
H  1.56452  -1.56272  1.31007  0.0685
H  2.78991  -2.65748  1.93492  0.1276
H  0.15088  -3.13602  2.92099  0.1119
H  1.36514  -4.30874  2.63832  0.1262
H  0.28533  -4.56552  -0.83032  0.1000
H  1.38123  -5.36548  0.21960  0.1173
C  0.16382  3.13722  -2.43442  -0.1147
C  -0.45998  3.60261  -1.15432  -0.1990
C  0.64689  4.11162  -0.36056  -0.2368
O  1.70282  3.18274  -0.59573  -0.1343
C  1.67504  2.96779  -2.00019  -0.1822
H  0.19795  3.86458  -3.25560  0.1180
H  -0.27961  2.21805  -2.74450  0.0739
H  -1.09262  2.82773  -0.56772  0.1377
H  -1.12823  4.41306  -1.24625  0.0973
H  0.51929  4.23113  0.67918  0.1094
H  0.85117  5.14548  -0.62258  0.1251
H  2.18521  2.01741  -2.20465  0.1148
H  2.29409  3.68263  -2.52103  0.1064
O  0.28329  -0.48523  -3.39558  -0.0654
H  -0.41901  0.17734  -3.35743  0.0153
H  0.52370  -0.59806  -2.47204  -0.0209
O  1.20871  0.13191  -0.84625  -0.0444
H  0.42689  -0.10529  -0.35556  0.0023
H  1.59062  0.88209  -0.38087  0.0457

Properties
LUMO = 0.0252 hartree
2S+1 = 1
DFT total energy = -850.139896 Eh
Kohn-Sham gap = 0.374 hartree
HOMO = -9.502 eV
SMILES = C1CCOC1.C1CCOC1.C1CCOC1.O.O
maximum force = 3.10 eV/A